No. 1
Density functional theory data (the ωB97M-V functional and the def2-TZVPD basis) for a 2-piece molecular cluster, C2H2Cl2O2S overall.

Last column: Löwdin spin population.
Cartesian coordinates (Å):
S (-2.3142, 0.1310, 0.4131)  -0.03
H (1.6944, -0.2977, -1.4419)  0.01
O (-3.5435, 0.9748, 0.1943)  0.01
H (-0.8203, 1.5572, -0.9317)  0.06
Cl (1.7410, -0.0225, 1.9367)  0.12
O (2.1984, -0.2884, -0.6528)  0.14
C (1.3394, -0.6256, 0.3629)  0.64
Cl (0.5919, -2.2047, 0.2878)  0.15
C (-0.8871, 0.7759, -0.1685)  0.90

Results
Energy relative to the best compared isomer or geometry (same formula, charge and spin) ... 197.13 kJ/mol
LUMO level (spin up / spin down) ... -0.0296 / -0.0981 Eh
Multiplicity ... 3


No. 2
Density functional theory data (the ωB97M-V functional and the def2-TZVPD basis) for a 2-piece molecular cluster, C5H13NO2 overall.

Last column: Mulliken charge in e.
Cartesian coordinates (Å):
H (2.0100, -0.9121, -2.3669)  0.33
H (1.4714, -1.4369, 1.0604)  0.30
H (2.6063, -1.7101, -0.3299)  0.36
H (-0.1120, 1.6636, -0.8000)  0.36
H (-2.5410, -1.4285, -0.0761)  0.41
H (-0.1818, 3.8851, 4.7334)  0.32
C (1.8814, -1.0494, 0.1328)  -0.96
H (2.3749, -0.1094, 0.4014)  0.31
H (-2.1375, -0.8033, -1.6312)  0.32
O (-0.4836, 3.0971, 5.2208)  -0.65
H (-1.4307, -2.3079, -1.1110)  0.34
C (0.9569, -0.7575, -2.1028)  0.02
O (0.0924, -0.5124, -2.9176)  -0.54
C (-0.5464, -0.5215, -0.1680)  0.27
H (-1.0001, 1.4596, 0.7065)  0.32
C (-0.8164, 1.0158, -0.2681)  -1.29
H (-0.5194, -0.7675, 0.8918)  0.55
H (-1.6435, 1.1570, -0.9677)  0.31
N (0.7447, -0.8476, -0.7686)  0.11
C (-1.7090, -1.3101, -0.7695)  -1.50
H (0.3391, 2.5521, 5.2806)  0.32

Results
Energy relative to the best compared isomer or geometry (same formula, charge and spin) ... 126.80 kJ/mol
LUMO level ... 0.0198 Eh


No. 3
Density functional theory data (the ωB97M-V functional and the def2-TZVPD basis) for C2HO2P in the gas phase.

Last column: Löwdin spin population.
Cartesian coordinates (Å):
O (-0.8396, 1.8182, 0.3795)  0.17
P (1.0299, -0.1310, 0.5331)  0.68
C (-0.2217, 1.4709, -0.5073)  0.25
C (-0.3654, -0.6427, -0.2535)  0.47
H (1.6877, -1.4421, 0.6233)  0.10
O (-1.2910, -1.0734, -0.7752)  0.32

Results
Energy relative to the best compared isomer or geometry (same formula, charge and spin) ... 109.33 kJ/mol
LUMO level (spin up / spin down) ... 0.0216 / -0.1063 Eh
Multiplicity ... 3


No. 4
Density functional theory data (the ωB97M-V functional and the def2-TZVPD basis) for C17H26N4O4S in the gas phase.

Last column: Mulliken charge in e.
Cartesian coordinates (Å):
H (-6.9549, -0.9400, 1.3533)  0.31
C (0.0844, 2.1453, -0.9962)  -0.72
C (-6.2514, -1.1059, -0.6735)  -0.43
H (5.1123, -1.5569, 0.7344)  0.51
H (-7.8154, 0.0877, 0.1980)  0.35
H (3.0588, -2.9861, 2.3358)  0.33
H (1.0073, -1.9218, -1.8970)  0.45
H (4.6888, -1.3756, -1.6992)  0.34
N (1.9552, 0.3350, -1.6470)  -0.18
H (-0.4931, 3.0492, -0.7583)  0.44
N (3.4839, -2.7521, 0.2632)  -0.13
C (4.1118, -0.7586, -1.0071)  -0.90
H (0.6766, 3.5287, 1.4572)  0.34
O (2.0052, 1.0969, 1.1943)  -0.57
H (-4.6516, 0.9515, -1.0220)  0.36
O (0.0293, 0.1454, 2.2610)  -0.68
C (-1.5232, -0.9273, 0.2001)  -0.09
C (0.1658, 2.7815, 2.0521)  -1.20
H (1.5153, -2.0144, 0.5228)  0.54
H (-6.1634, -0.4880, -1.5759)  0.33
H (3.5384, -0.7843, 1.0699)  0.27
C (2.6910, -0.6815, -1.4776)  0.48
H (2.5886, -2.6644, -2.2673)  0.37
H (-6.9018, -1.9548, -0.9025)  0.32
O (-5.0097, -1.6968, -0.3486)  -0.48
H (0.5124, 2.8094, 3.0768)  0.45
O (1.9270, 3.6415, -0.6281)  -0.65
C (-2.7301, -1.5855, 0.1378)  -1.04
C (-1.4319, 0.4173, -0.1530)  -0.22
H (-2.8073, -2.6249, 0.4136)  0.45
C (-6.8412, -0.3012, 0.4813)  -1.04
C (-3.7917, 0.4046, -0.6683)  -0.38
C (4.0888, -1.4355, 0.3699)  -0.55
C (-2.5781, 1.0689, -0.5887)  -0.93
H (3.3950, 1.7774, -1.2719)  0.26
C (2.1034, -2.6421, -0.1705)  -0.89
H (4.5904, 0.2170, -0.9186)  0.40
H (-6.1917, 0.5289, 0.7479)  0.34
H (4.6404, -3.5799, 1.7764)  0.34
C (1.5566, 2.5403, -0.9806)  -0.16
N (-0.1812, 1.0581, -0.0785)  0.81
H (3.1715, -4.4791, 1.3735)  0.32
C (-3.8852, -0.9316, -0.2991)  0.85
H (-0.9104, 2.8887, 2.0124)  0.32
H (-0.6402, -1.4417, 0.5356)  0.42
H (-0.1689, 1.7997, -2.0027)  0.57
N (2.4060, 1.6014, -1.4483)  -0.21
H (-2.5427, 2.1076, -0.8793)  0.38
C (2.0421, -2.0235, -1.5738)  -0.88
S (0.5877, 1.1448, 1.4028)  1.30
C (3.5892, -3.4822, 1.5089)  -1.03
H (1.6665, -3.6437, -0.1922)  0.42

Results
Energy relative to the best compared isomer or geometry (same formula, charge and spin) ... 218.90 kJ/mol
LUMO level ... 0.0243 Eh


No. 5
Density functional theory data (the ωB97M-V functional and the def2-TZVPD basis) for C19H17N5ORuS4 as an isolated structure.

Last column: Löwdin spin population.
Cartesian coordinates (Å):
C (2.0676, -1.1446, -1.3475)  0.01
C (2.3432, 0.2217, -3.2933)  0.00
H (-5.3206, -0.1880, -0.2357)  0.00
H (3.8463, -1.1520, -2.5254)  0.00
Ru (-0.3915, -0.6516, 0.7665)  0.96
S (1.1074, 1.7447, 0.5612)  -0.04
C (-0.2354, 2.8061, 0.6951)  -0.01
C (3.8570, -3.8198, 2.8064)  0.00
C (-2.2528, 4.7157, 1.0489)  0.00
H (-3.0219, 5.4601, 1.2140)  0.00
N (0.8486, -0.6990, -1.1437)  0.04
H (3.6402, -1.8383, 3.6213)  0.00
C (3.2449, -4.7620, 1.9803)  0.00
H (-2.2223, 0.7948, -3.6061)  0.00
C (-3.5154, -0.9666, 0.1268)  0.00
C (-1.0648, 0.4854, -1.8223)  0.00
C (2.0541, -2.2907, 2.3032)  0.00
H (1.5420, -5.1136, 0.6909)  0.00
H (2.9656, 0.6128, -4.0876)  0.00
N (-2.9622, -0.1213, -0.6817)  0.00
S (1.2525, -0.8062, 2.5316)  -0.01
H (-3.2939, 3.1674, 2.1084)  0.00
H (-0.9907, 6.0222, -0.1037)  0.00
H (4.7851, -4.0420, 3.3107)  0.00
C (2.0765, -4.4361, 1.3378)  0.00
H (-2.7843, 1.6506, -2.1625)  0.00
N (-1.6368, -0.1349, -0.7786)  0.00
C (-1.9017, 1.3458, -2.7187)  0.00
C (-1.4164, 2.4724, 1.3966)  0.00
H (2.4449, -1.8543, -0.6180)  0.00
C (0.2811, 0.1756, -2.0497)  0.00
H (-1.3538, 2.2316, -3.0346)  0.00
H (3.6688, -5.7432, 1.8358)  0.00
C (3.2405, -2.5981, 2.9709)  0.00
H (0.7776, 4.3190, -0.4078)  0.00
S (-2.6590, -2.1335, 1.0848)  0.02
O (0.4341, -2.9658, 0.7854)  0.06
C (-2.4065, 3.4470, 1.5588)  0.00
C (1.0655, 0.6716, -3.1240)  0.00
C (-1.1067, 5.0326, 0.3203)  0.00
H (0.6387, 1.4119, -3.7838)  0.00
N (-4.8912, -1.0180, 0.1419)  0.00
N (1.5005, -3.2218, 1.4622)  0.00
C (-0.1186, 4.0925, 0.1521)  0.00
H (-5.2891, -1.3589, 1.0024)  0.00
C (2.8557, -0.7464, -2.4101)  0.00
S (-1.7029, 0.9253, 2.1203)  -0.02

Results
Total charge ... -1
LUMO level (spin up / spin down) ... 0.0812 / 0.0824 Eh
Multiplicity ... 2


No. 6
Density functional theory data (the ωB97M-V functional and the def2-TZVPD basis) for a 6-piece molecular cluster, C16H41O18S5 overall.

Last column: Mulliken charge in e.
Cartesian coordinates (Å):
C (1.8284, -0.3626, -5.0884)  0.86
H (-4.1487, 0.9886, 5.0185)  0.42
H (-3.2396, 1.3587, 6.4314)  0.37
H (-1.8453, 2.1423, -4.0073)  0.37
O (2.8541, 3.3186, 7.2567)  -0.62
O (-3.7973, -0.0914, -4.3355)  -0.34
H (0.0157, 0.4607, 1.1490)  0.06
H (1.0381, -0.3503, -5.8389)  0.20
H (-3.7281, 3.2220, 4.0776)  0.26
H (2.7428, 2.5609, 3.2040)  0.44
H (0.7851, -2.3124, 1.2120)  0.35
C (-3.2735, 1.5428, 5.3576)  -0.48
S (3.2993, 2.8926, 5.9235)  1.11
H (3.2805, 3.0771, -2.9850)  0.42
H (0.8726, -6.5365, -2.1424)  0.31
H (2.5240, -2.0316, 1.7941)  0.47
H (4.8251, 1.1149, 6.5213)  0.36
H (-4.0533, 1.1690, 2.8246)  0.41
H (2.1116, 1.7709, -2.7645)  0.17
C (0.9811, -4.4643, -1.2378)  0.05
H (-3.5348, -0.2366, -2.2038)  0.17
O (4.2072, 3.7117, 5.1521)  -0.61
H (-2.6861, 1.9085, 2.1175)  0.28
H (-0.2419, -5.2817, -2.7232)  0.36
H (1.5387, 1.2736, 3.7725)  0.26
C (1.8013, 2.3292, 3.7018)  -0.04
H (0.6737, 2.6428, 1.8847)  0.21
H (4.2488, 1.0457, 4.9144)  0.31
C (3.9146, 1.2359, 5.9344)  -0.86
C (2.4363, -1.7369, -5.0857)  -1.47
C (-3.7186, -0.8461, -3.0886)  0.22
H (3.3805, -1.8225, -4.5479)  0.38
C (0.2672, -5.6800, -1.8456)  -1.29
S (-2.3662, 0.0902, -5.1682)  1.12
C (1.8477, -2.5263, 1.0969)  -1.01
O (3.4432, -4.5935, 0.4114)  -0.63
O (-1.1610, 0.6122, -0.3088)  -0.70
C (0.7599, 3.0761, 2.8812)  -1.07
S (2.1893, -4.3339, 1.1547)  1.15
O (0.7928, 0.3521, 0.5960)  -0.40
H (-1.6506, 0.9051, -2.8766)  -0.18
O (2.8552, 0.6251, -5.4358)  -0.38
H (-5.8248, -0.5661, -2.9225)  0.33
H (-2.7518, 3.7637, 5.3726)  0.31
H (2.1206, -2.1873, 0.0976)  0.31
O (-0.7670, -0.0884, 3.0488)  -0.41
C (2.9787, 2.0922, -3.3416)  -0.73
H (-2.9583, -1.6263, -3.1258)  0.37
S (2.6037, 2.1971, -5.1772)  1.10
H (-0.3516, 1.0479, -3.9516)  -0.22
O (0.9231, -4.7912, 0.1350)  -0.38
H (-4.4378, 3.3224, 5.6800)  0.37
O (1.1652, 2.5056, -5.3900)  -0.54
H (-0.1614, 3.0630, 3.4636)  0.10
H (-3.2450, 0.4036, 1.3757)  0.25
O (-1.5741, -1.1664, -5.2886)  -0.60
H (-5.4003, -2.0254, -3.7490)  0.37
O (-2.8786, -1.1925, 4.0643)  -0.63
C (-5.1008, -1.3809, -2.9225)  -1.52
O (-2.0545, 1.1462, 4.8011)  -0.34
H (3.1915, 0.5126, 6.3112)  0.32
H (3.8508, 1.4476, -3.2324)  0.29
C (-3.5355, 3.0441, 5.1356)  -1.04
C (-3.1163, 0.9281, 2.3225)  -0.78
H (-5.1952, -1.8574, -1.9467)  0.40
H (0.4391, -3.5252, -1.3497)  0.18
H (1.7941, -2.3246, -4.4296)  0.35
O (0.5667, 0.2289, -1.6392)  -0.70
H (1.9474, -4.2841, -1.7089)  0.38
H (2.5405, -2.1306, -6.0967)  0.35
O (3.6697, 2.8972, -5.8854)  -0.62
C (-1.4377, 1.1351, -3.9206)  0.03
S (-2.1370, -0.0155, 3.5674)  0.93
O (-2.5839, 0.9121, -6.3917)  -0.61
O (1.8696, 2.8237, 5.0241)  -0.35
O (1.8819, -4.8227, 2.4629)  -0.59
H (1.1069, 4.1064, 2.8036)  0.47
H (-0.5663, -6.0145, -1.2279)  0.33
C (0.0500, 0.3827, -0.5244)  0.79
H (1.3084, -0.1815, -4.1477)  -0.30

Results
Total charge ... -1
LUMO level ... 0.0733 Eh


Number 1: total energy -1546.2369 Ha, M 161.0 g/mol. Number 2: total energy -403.5283 Ha, M 119.2 g/mol. Number 3: total energy -568.4619 Ha, M 88.0 g/mol. Number 4: total energy -1581.5141 Ha, M 382.5 g/mol. Number 5: total energy -2770.9311 Ha, M 560.7 g/mol. Number 6: total energy -3979.4598 Ha, M 681.8 g/mol.